Entry 1:
DFT (ωB97M-V/def2-TZVPD) results for a structure of composition C17H26AsN6OS6W.

Last column: Löwdin charge in e.
Positions of all 58 atoms, in Å:
C: 0.777 3.442 -4.315  -0.116
H: 0.661 -5.122 1.211  -0.004
C: 1.147 1.676 -2.711  -0.677
As: 3.401 -3.273 -0.610  -0.425
C: -1.298 1.564 1.793  -0.207
C: -0.854 1.696 -4.053  -0.130
H: -1.513 1.344 -0.257  0.064
H: -3.969 -1.251 -1.249  0.100
O: 0.493 -2.705 1.383  -0.096
S: 3.212 -4.825 0.815  -0.138
S: 2.133 0.948 -1.463  0.574
N: 1.598 2.800 1.230  -0.069
H: -1.458 3.848 0.148  0.107
W: 1.006 -0.821 -0.373  0.527
H: -0.679 0.370 3.479  0.119
C: -0.067 1.098 -3.066  -0.674
H: -1.066 3.330 -5.421  0.090
H: 0.851 -0.978 2.229  0.063
S: 3.181 -1.194 0.334  0.061
H: -2.871 -5.319 0.673  0.134
H: -1.795 1.233 -4.332  0.093
S: 4.975 -3.394 -1.968  -0.168
H: -2.484 -0.409 -1.280  -0.013
H: 2.523 3.281 -3.074  0.098
C: -2.479 -2.069 -0.185  -0.385
H: 1.109 4.353 -4.799  0.091
C: 1.568 2.845 -3.350  -0.131
C: -0.383 -5.267 1.506  -0.003
H: 1.006 4.550 0.261  0.108
C: 1.753 0.729 2.636  -0.210
H: 2.703 0.345 2.270  0.036
N: -1.183 -4.165 0.962  -0.021
C: 1.740 2.254 2.543  -0.224
H: 1.689 0.467 3.701  0.118
N: 0.689 -0.021 1.912  -0.164
C: -2.457 -4.326 0.551  -0.039
H: -0.335 3.138 -1.012  0.094
H: -0.451 -5.279 2.593  0.099
H: 0.947 2.662 3.175  0.102
H: -0.993 2.426 2.380  0.091
S: 1.378 -2.793 -1.517  0.065
S: -0.503 -0.405 -2.288  0.577
H: 2.220 2.481 0.508  0.045
H: -4.186 -3.439 -0.306  0.105
C: -0.677 0.289 2.383  -0.186
H: -1.303 -0.564 2.126  0.089
H: 2.677 2.566 3.032  0.110
N: -1.224 -1.919 0.197  0.067
N: -3.119 -1.025 -0.758  0.133
C: -0.603 3.156 0.044  -0.200
C: 0.580 3.740 0.863  -0.214
N: -0.919 1.792 0.421  -0.075
H: 0.205 4.219 1.773  0.102
C: -3.166 -3.306 0.019  0.002
C: -0.442 2.867 -4.666  -0.118
H: -0.758 -6.202 1.095  0.093
C: -0.601 -2.924 0.871  -0.584
H: -2.387 1.485 1.937  0.114

HOMO energy, eV: -3.7
Total charge: -1
Multiplicity: 1
Molecular weight, g/mol: 781.60
LUMO energy, eV: 2.0806
Energy relative to the best compared isomer or geometry (same formula, charge and spin), kcal per mole: 16.7
Largest force on an atom, eV/A: 0.45

***

Entry 2:
DFT (ωB97M-V/def2-TZVPD) results for a structure of composition C17H26BCl2CoF5NOSi2Te.

Last column: Löwdin charge in e.
Positions of all 57 atoms, in Å:
N: -2.956 -2.242 -0.675  0.046
H: 7.063 -1.150 -1.169  0.033
H: 4.671 2.239 -0.010  0.020
H: -4.637 -5.108 -0.320  0.109
H: 3.912 1.257 -2.862  0.029
C: 0.275 2.939 3.724  -0.182
C: -1.381 0.644 2.519  -0.161
C: -4.549 0.937 -0.029  -0.574
C: -5.477 -3.170 0.015  -0.005
H: -0.623 3.424 4.110  0.033
H: 5.776 -2.334 -1.386  0.035
C: 5.373 1.406 0.070  -0.187
H: 4.220 -0.404 -3.344  0.038
O: -2.371 0.372 -0.787  -0.162
C: 4.611 0.426 -2.754  -0.177
H: -2.315 1.088 2.872  0.042
Si: -0.118 1.972 2.169  0.414
C: 3.194 -0.703 -0.305  -0.522
H: 6.197 -1.774 0.233  0.032
H: 3.240 -0.991 0.745  0.026
Te: 1.652 0.711 -0.429  1.668
C: -5.233 -1.782 0.012  -0.169
H: 5.561 0.739 -3.192  0.035
H: -1.596 0.100 1.604  0.000
H: 1.018 3.716 3.535  0.031
C: -3.212 -3.531 -0.654  -0.088
C: -6.183 -0.791 0.360  -0.610
C: 1.507 1.133 1.634  -0.528
Co: -1.234 -1.171 -1.053  0.855
Cl: -4.166 2.622 -0.008  0.735
C: -5.841 0.531 0.345  -0.118
H: 1.631 0.173 2.139  0.021
F: -0.536 -1.582 -2.877  -0.003
H: 0.078 3.815 0.495  0.036
H: 2.370 1.762 1.867  0.014
H: -1.029 -0.060 3.275  0.040
C: -4.475 -4.040 -0.318  -0.034
B: 0.548 -0.745 -3.482  -1.253
C: -0.694 3.102 0.795  -0.207
Si: 4.846 -0.067 -0.967  0.404
H: -6.566 1.283 0.621  0.108
Cl: -7.792 -1.261 0.816  0.691
H: -2.396 -4.194 -0.911  0.123
F: 0.246 -1.264 0.145  -0.530
C: 6.083 -1.463 -0.806  -0.177
H: 2.839 -1.545 -0.897  0.017
F: 0.598 -1.023 -4.807  0.192
H: -1.565 3.675 1.119  0.018
F: 0.219 0.559 -3.168  0.091
H: 0.662 2.288 4.509  0.032
C: -3.569 0.035 -0.414  -0.391
H: 6.346 1.773 -0.262  0.033
C: -3.942 -1.353 -0.358  -0.124
F: 1.727 -1.110 -2.810  0.069
H: 5.461 1.139 1.125  0.033
H: -1.009 2.532 -0.085  0.006
H: -6.458 -3.533 0.287  0.096

HOMO energy (spin up / spin down), eV: -8.0 / -8.0
Multiplicity: 5
Molecular weight, g/mol: 679.81
LUMO energy (spin up / spin down), eV: -0.4850 / -1.7923
Energy relative to the best compared isomer or geometry (same formula, charge and spin), kcal per mole: 0.0
Largest force on an atom, eV/A: 0.25
Expectation value of S²: 6.01

***

Entry 3:
DFT (ωB97M-V/def2-TZVPD) results for a structure of composition C17H26Br21FNO5PS2.

Last column: Löwdin charge in e.
Positions of all 74 atoms, in Å:
H: -3.849 3.558 -2.211  0.001
Br: 4.833 -10.887 1.963  0.577
O: -4.462 3.543 0.501  -0.215
H: -4.640 1.473 4.561  -0.025
C: 1.543 1.082 -2.678  -0.191
Br: 6.213 -3.315 -0.633  0.564
Br: 3.309 -8.987 3.996  0.561
Br: 2.036 -5.718 1.646  0.561
O: -2.038 3.064 -0.197  -0.119
C: -3.513 0.525 -5.313  -1.616
C: -3.796 1.055 5.091  -1.623
C: 1.345 0.815 6.184  -1.617
H: 1.801 1.395 6.973  -0.027
H: -1.489 -1.590 1.360  0.057
H: 3.037 1.682 -1.242  0.126
H: -3.359 0.355 -6.369  -0.029
Br: 5.681 -7.840 2.225  0.562
N: 2.307 -0.182 -0.607  -0.163
C: 2.728 -1.211 -1.568  -0.198
H: 0.143 4.068 -0.322  0.080
Br: 8.900 -2.394 -2.068  0.586
H: -0.395 5.482 0.600  0.085
C: -0.242 4.405 0.640  0.012
H: 1.773 2.030 -3.166  0.130
H: 3.755 -0.969 -1.853  0.022
H: 7.418 -1.164 -0.524  -0.026
C: 1.896 -1.184 -2.833  -0.189
Br: -2.928 2.490 6.022  0.555
C: -1.512 -0.046 -0.125  -0.234
O: 2.127 0.068 -3.467  -0.134
Br: -3.898 5.678 -3.937  0.579
Br: -4.475 -0.266 6.311  0.570
H: 0.828 -1.261 -2.593  0.095
P: -3.596 2.671 -0.287  0.366
Br: 2.691 -0.354 5.468  0.557
Br: 4.155 -3.521 2.507  0.544
C: -1.235 -1.488 0.302  -0.452
H: 3.529 -8.833 1.544  -0.043
Br: -3.558 2.429 -5.040  0.624
Br: 6.172 -0.861 -2.632  0.643
C: 4.235 -9.097 2.317  -1.672
H: -1.836 -2.212 -0.251  0.077
H: 1.392 1.689 -0.620  0.087
C: 2.587 -4.507 3.034  -1.621
Br: -0.120 -0.179 6.923  0.562
H: -3.518 -0.761 -0.605  0.128
Br: -2.028 -0.283 -4.402  0.626
C: 2.091 1.134 -1.247  -0.132
Br: -2.624 0.277 3.782  0.585
Br: -5.178 -0.292 -4.825  0.600
C: 1.402 -0.553 0.371  -1.045
Br: 1.179 -3.325 3.547  0.578
H: 2.856 -5.107 3.892  -0.028
H: 0.448 0.979 -2.671  0.094
Br: -5.860 6.601 -6.248  0.597
F: -1.317 2.709 1.916  -0.044
H: -2.906 0.441 -1.724  0.061
C: -2.925 0.151 -0.672  -0.183
H: 0.498 4.175 1.406  0.088
H: -2.310 4.348 1.371  0.144
Br: 0.697 2.047 4.864  0.538
C: -5.630 5.420 -4.757  -1.659
H: 2.752 -2.190 -1.092  0.095
H: -0.778 0.290 -0.862  0.088
H: -5.655 4.407 -5.135  -0.075
C: -1.533 3.697 0.964  -0.410
H: -1.408 0.597 0.742  0.056
O: -3.803 2.649 -1.866  -0.158
S: 0.476 -2.072 0.131  0.850
O: -3.678 1.142 0.065  -0.162
S: 1.217 0.301 1.743  0.674
H: 2.168 -1.984 -3.521  0.133
C: 7.214 -1.836 -1.345  -1.636
Br: -7.033 5.590 -3.467  0.607

HOMO energy, eV: -8.2
Multiplicity: 1
Molecular weight, g/mol: 2116.49
LUMO energy, eV: -0.3380
Largest force on an atom, eV/A: 1.42

***

Entry 4:
DFT (ωB97M-V/def2-TZVPD) results for a structure of composition C17H26Br39NO2P2.

Last column: Löwdin charge in e.
Positions of all 87 atoms, in Å:
H: 4.588 2.303 -7.812  -0.062
C: -0.518 -1.471 0.702  -1.630
H: 3.179 1.637 -3.631  -0.043
C: -2.686 2.522 -3.444  -0.309
H: -2.003 3.892 -1.871  0.080
Br: 0.037 -0.655 6.967  0.563
H: -6.584 2.801 -1.592  0.064
Br: 4.359 0.059 -6.814  0.559
C: -3.040 0.137 -2.690  -0.131
Br: 2.199 0.601 8.932  0.611
H: -3.942 1.863 -1.785  0.095
C: 4.270 1.358 -8.231  -1.654
H: 0.342 -1.515 1.355  -0.140
Br: 5.631 4.038 -3.320  0.545
C: 1.331 2.610 2.395  -1.652
Br: 5.488 0.928 -9.655  0.571
H: -7.919 2.063 -4.240  0.055
H: -3.230 3.388 -3.832  0.080
H: 0.521 2.325 1.740  -0.112
Br: 9.008 4.607 -4.520  0.599
Br: 3.319 -5.429 -3.037  0.589
Br: -1.591 -6.651 9.267  0.581
Br: 1.024 -6.517 7.471  0.566
Br: 1.488 4.523 2.311  0.593
Br: 0.850 1.992 4.154  0.569
C: -3.696 1.546 -2.799  -0.603
Br: -1.073 0.377 0.653  0.639
Br: 1.050 0.434 -3.994  0.578
H: 2.304 -7.533 -2.237  -0.025
N: -6.940 -0.511 -2.318  -0.189
Br: 0.738 -10.117 0.838  0.576
Br: 8.115 2.436 -6.668  0.559
Br: 3.143 -1.017 13.138  0.564
H: 0.909 1.654 7.113  -0.077
Br: 0.557 0.729 13.763  0.569
Br: -0.774 1.732 8.915  0.591
Br: 9.307 5.230 -7.626  0.581
H: -2.172 2.042 -4.278  0.100
C: 2.141 -3.264 3.615  -1.576
Br: 1.783 2.724 -1.912  0.597
H: -2.957 -0.156 -1.644  0.035
Br: 2.002 3.291 -5.029  0.558
C: 2.554 -6.612 -1.730  -1.614
Br: 2.474 1.593 -8.878  0.572
O: -6.691 1.863 -1.374  -0.288
H: -2.026 0.163 -3.088  0.039
H: -9.968 2.875 0.713  -0.029
P: -6.864 0.976 -2.706  0.221
Br: -11.571 4.277 -0.534  0.556
H: 2.998 -3.318 4.271  -0.023
C: -10.630 2.648 -0.110  -1.604
Br: 5.198 5.199 -6.250  0.551
Br: -1.870 -2.593 1.471  0.597
Br: -11.833 1.276 0.508  0.568
C: 2.244 0.660 12.844  -1.666
Br: 4.377 6.935 -3.710  0.590
Br: -9.560 2.047 -1.600  0.772
H: -3.635 -0.633 -3.181  0.057
Br: 2.702 -3.917 1.889  0.576
Br: 3.365 2.154 13.298  0.567
C: 9.334 3.869 -6.269  -1.620
Br: 3.815 -7.055 -0.343  0.592
H: 2.033 0.730 11.787  -0.110
H: 6.577 6.051 -4.403  -0.082
H: 10.328 3.447 -6.255  -0.030
C: 0.629 0.936 7.871  -1.648
C: 5.587 5.621 -4.418  -1.649
C: 2.152 1.973 -3.640  -1.613
Br: 2.784 -8.903 2.954  0.561
C: 1.247 -8.564 1.850  -1.674
Br: 0.766 -4.372 4.368  0.522
H: -0.802 3.427 -3.033  0.027
H: -1.227 2.268 -1.804  0.014
P: -5.140 1.451 -3.946  0.846
Br: -0.219 -7.865 2.876  0.556
C: -0.868 -6.832 7.495  -1.633
H: -7.789 -0.928 -2.684  -0.014
Br: -1.828 -5.722 6.239  0.541
C: -1.642 3.041 -2.451  -0.133
H: 1.528 -7.799 1.140  -0.136
H: -5.340 2.789 -4.376  -0.085
Br: 0.923 -5.902 -1.000  0.575
Br: 0.032 -2.096 -1.026  0.562
H: -1.023 -7.856 7.188  -0.029
Br: 2.916 1.734 1.758  0.562
Br: 1.597 -1.421 3.547  0.581
O: -8.188 1.378 -3.609  -0.392

HOMO energy, eV: -9.0
Multiplicity: 1
Molecular weight, g/mol: 3454.60
LUMO energy, eV: -0.3779
Largest force on an atom, eV/A: 1.92